The following is a DFT calculation (the ωB97M-V functional and the def2-TZVPD basis) of a cluster of 14 separate species, C90H196F12N10O11 in total at a distorted geometry.

The HOMO-LUMO gap comes out at 2.9 eV. The calculation puts the molecular weight at 1822.59 u. The value obtained for the LUMO energy is -0.38193 Eh. As for the net charge: +6.

Each atom is followed by the atoms it is bonded to, with distances in Å.
Atoms and positions in Å:
1 C 4.0786 -4.6721 0.5051  C2 1.556, H11 1.090, H12 1.090, H13 1.090
2 C 2.5688 -4.2998 0.4510  C1 1.556, C3 1.618, H14 1.090, H15 1.090
3 C 1.5615 -5.2152 1.3263  C2 1.618, C4 1.537, H16 1.090, H17 1.090
4 C 1.1624 -6.5881 0.7616  C3 1.537, N5 1.562, H18 1.090, H19 1.090
5 N 0.5371 -7.6000 1.7745  C4 1.562, C6 1.582, C9 1.508, C10 1.572
6 C -0.0375 -8.8030 0.9231  N5 1.582, C7 1.543, H20 1.090, H21 1.090
7 C -1.4980 -8.4611 0.5613  C6 1.543, C8 1.505, H22 1.090, H23 1.090
8 C -1.8983 -7.3041 1.4371  C7 1.505, C9 1.537, H24 1.090, H25 1.090
9 C -0.7214 -7.0406 2.3897  N5 1.508, C8 1.537, H26 1.090, H27 1.090
10 C 1.5464 -8.0404 2.8960  N5 1.572, H28 1.090, H29 1.090, H30 1.090
11 H 4.3944 -4.6628 1.5483  C1 1.090
12 H 4.7508 -3.9512 0.0397  C1 1.090
13 H 4.3374 -5.6438 0.0846  C1 1.090
14 H 2.3272 -4.3527 -0.6106  C2 1.090
15 H 2.3941 -3.2384 0.6274  C2 1.090
16 H 0.6725 -4.5853 1.3605  C3 1.090
17 H 1.8194 -5.2957 2.3823  C3 1.090
18 H 2.0893 -7.1219 0.5517  C4 1.090
19 H 0.4956 -6.5667 -0.1004  C4 1.090
20 H 0.0119 -9.6036 1.6611  C6 1.090
21 H 0.5825 -9.0849 0.0721  C6 1.090
22 H -2.1272 -9.2983 0.8633  C7 1.090
23 H -1.4772 -8.3559 -0.5234  C7 1.090
24 H -2.8454 -7.5374 1.9237  C8 1.090
25 H -2.0822 -6.3784 0.8918  C8 1.090
26 H -0.9027 -7.5571 3.3323  C9 1.090
27 H -0.5799 -6.0203 2.7462  C9 1.090
28 H 1.9975 -7.1238 3.2762  C10 1.090
29 H 2.2749 -8.6061 2.3153  C10 1.090
30 H 1.0339 -8.6746 3.6193  C10 1.090
31 C -3.1828 -8.9798 5.4513  C32 1.558, H41 1.090, H42 1.090, H43 1.090
32 C -3.6166 -7.7486 6.3022  C31 1.558, C33 1.512, H44 1.090, H45 1.090
33 C -2.7409 -6.5186 6.2253  C32 1.512, C34 1.575, H46 1.090, H47 1.090
34 C -3.0180 -5.3923 7.2910  C33 1.575, N35 1.583, H48 1.090, H49 1.090
35 N -3.8014 -4.0905 6.8471  C34 1.583, C36 1.513, C39 1.539, C40 1.542
36 C -4.9834 -4.4890 5.9910  N35 1.513, C37 1.588, H50 1.090, H51 1.090
37 C -5.2801 -3.1168 5.2492  C36 1.588, C38 1.548, H52 1.090, H53 1.090
38 C -3.9036 -2.4682 4.9626  C37 1.548, C39 1.570, H54 1.090, H55 1.090
39 C -2.9285 -3.1749 5.9698  N35 1.539, C38 1.570, H56 1.090, H57 1.090
40 C -4.1988 -3.2970 8.1084  N35 1.542, H58 1.090, H59 1.090, H60 1.090
41 H -2.7329 -8.7623 4.4826  C31 1.090
42 H -4.0146 -9.5977 5.1130  C31 1.090
43 H -2.5263 -9.5745 6.0865  C31 1.090
44 H -3.5807 -8.0625 7.3454  C32 1.090
45 H -4.6450 -7.4390 6.1163  C32 1.090
46 H -2.7567 -6.0547 5.2391  C33 1.090
47 H -1.7064 -6.8215 6.3872  C33 1.090
48 H -2.0391 -5.0952 7.6673  C34 1.090
49 H -3.6096 -5.6781 8.1607  C34 1.090
50 H -5.7677 -4.8750 6.6422  C36 1.090
51 H -4.7598 -5.1612 5.1627  C36 1.090
52 H -5.9818 -2.5081 5.8196  C37 1.090
53 H -5.7114 -3.2922 4.2637  C37 1.090
54 H -4.0056 -1.3906 5.0913  C38 1.090
55 H -3.5760 -2.6789 3.9446  C38 1.090
56 H -2.3399 -2.4909 6.5811  C39 1.090
57 H -2.2503 -3.8893 5.5030  C39 1.090
58 H -3.2200 -3.0402 8.5134  C40 1.090
59 H -4.8535 -3.9828 8.6462  C40 1.090
60 H -4.7663 -2.4578 7.7062  C40 1.090
61 C -3.7190 3.8023 1.3423  C62 1.508, H71 1.090, H72 1.090, H73 1.090
62 C -3.2737 5.2302 1.1505  C61 1.508, C63 1.560, H74 1.090, H75 1.090
63 C -2.5551 5.3906 -0.2249  C62 1.560, C64 1.548, H76 1.090, H77 1.090
64 C -2.2271 6.8668 -0.5566  C63 1.548, N65 1.569, H78 1.090, H79 1.090
65 N -1.3349 7.0204 -1.8383  C64 1.569, C66 1.574, C69 1.542, C70 1.517
66 C -1.1406 8.5437 -2.1826  N65 1.574, C67 1.531, H80 1.090, H81 1.090
67 C -2.0160 8.8173 -3.4084  C66 1.531, C68 1.524, H82 1.090, H83 1.090
68 C -1.8939 7.5121 -4.1856  C67 1.524, C69 1.545, H84 1.090, H85 1.090
69 C -2.0215 6.4322 -3.0878  N65 1.542, C68 1.545, H86 1.090, H87 1.090
70 C 0.0701 6.4922 -1.6188  N65 1.517, H88 1.090, H89 1.090, H90 1.090
71 H -4.2352 3.8236 2.3020  C61 1.090
72 H -2.8598 3.1345 1.2791  C61 1.090
73 H -4.4035 3.5160 0.5438  C61 1.090
74 H -2.6223 5.3840 2.0108  C62 1.090
75 H -4.1222 5.9106 1.2230  C62 1.090
76 H -3.2178 4.9958 -0.9950  C63 1.090
77 H -1.6988 4.7166 -0.2048  C63 1.090
78 H -1.8706 7.3795 0.3368  C64 1.090
79 H -3.1539 7.3899 -0.7921  C64 1.090
80 H -0.1053 8.7515 -2.4530  C66 1.090
81 H -1.3896 9.1586 -1.3177  C66 1.090
82 H -1.5690 9.6514 -3.9491  C67 1.090
83 H -3.0109 9.1020 -3.0658  C67 1.090
84 H -0.9100 7.4942 -4.6544  C68 1.090
85 H -2.6513 7.5326 -4.9691  C68 1.090
86 H -1.5875 5.5476 -3.5538  C69 1.090
87 H -3.1063 6.3501 -3.0209  C69 1.090
88 H 0.6027 6.7133 -2.5437  C70 1.090
89 H -0.1519 5.4328 -1.4901  C70 1.090
90 H 0.5787 6.7511 -0.6901  C70 1.090
91 C 1.6085 2.8698 -0.4414  C92 1.582, H101 1.090, H102 1.090, H103 1.090
92 C 0.2521 2.0721 -0.6044  C91 1.582, C93 1.601, H104 1.090, H105 1.090
93 C 0.1643 0.4790 -0.4751  C92 1.601, C94 1.533, H106 1.090, H107 1.090
94 C -1.2525 -0.0170 -0.7861  C93 1.533, N95 1.564, H108 1.090, H109 1.090
95 N -1.2800 -1.5378 -1.1494  C94 1.564, C96 1.501, C99 1.526, C100 1.576
96 C -2.7070 -1.9462 -1.3754  N95 1.501, C97 1.517, H110 1.090, H111 1.090
97 C -3.3785 -2.1701 -0.0333  C96 1.517, C98 1.547, H112 1.090, H113 1.090
98 C -2.1862 -2.6683 0.8170  C97 1.547, C99 1.555, H114 1.090, H115 1.090
99 C -0.9026 -2.5272 -0.0501  N95 1.526, C98 1.555, H116 1.090, H117 1.090
100 C -0.4695 -1.6813 -2.4931  N95 1.576, H118 1.090, H119 1.090, H120 1.090
101 H 2.0515 2.5021 0.4842  C91 1.090
102 H 1.4471 3.9477 -0.4508  C91 1.090
103 H 2.3157 2.6578 -1.2433  C91 1.090
104 H -0.1556 2.3214 -1.5840  C92 1.090
105 H -0.5035 2.4131 0.1034  C92 1.090
106 H 0.3020 0.2314 0.5775  C93 1.090
107 H 0.9498 0.0582 -1.1029  C93 1.090
108 H -1.6850 0.4783 -1.6554  C94 1.090
109 H -1.9418 0.0479 0.0558  C94 1.090
110 H -2.6539 -2.8802 -1.9347  C96 1.090
111 H -3.1811 -1.3211 -2.1321  C96 1.090
112 H -4.2689 -2.7841 -0.1687  C97 1.090
113 H -3.7995 -1.2428 0.3552  C97 1.090
114 H -2.3915 -3.7158 1.0377  C98 1.090
115 H -2.0905 -2.0509 1.7101  C98 1.090
116 H -0.7412 -3.4490 -0.6091  C99 1.090
117 H 0.0593 -2.2281 0.3661  C99 1.090
118 H -0.8995 -0.9694 -3.1976  C100 1.090
119 H -0.4812 -2.7299 -2.7905  C100 1.090
120 H 0.6101 -1.6085 -2.3612  C100 1.090
121 C 5.0708 5.8478 1.6206  C122 1.539, H131 1.090, H132 1.090, H133 1.090
122 C 3.8170 6.5424 1.0591  C121 1.539, C123 1.600, H134 1.090, H135 1.090
123 C 4.1142 7.7010 -0.0038  C122 1.600, C124 1.564, H136 1.090, H137 1.090
124 C 4.8720 7.1018 -1.2332  C123 1.564, N125 1.546, H138 1.090, H139 1.090
125 N 5.6175 8.1996 -2.0272  C124 1.546, C126 1.537, C129 1.551, C130 1.544
126 C 6.7443 8.8442 -1.2034  N125 1.537, C127 1.567, H140 1.090, H141 1.090
127 C 6.5939 10.3936 -1.3830  C126 1.567, C128 1.558, H142 1.090, H143 1.090
128 C 5.0783 10.6520 -1.6337  C127 1.558, C129 1.564, H144 1.090, H145 1.090
129 C 4.6617 9.3593 -2.4088  N125 1.551, C128 1.564, H146 1.090, H147 1.090
130 C 6.2031 7.4325 -3.2329  N125 1.544, H148 1.090, H149 1.090, H150 1.090
131 H 5.8011 6.6378 1.7954  C121 1.090
132 H 5.5037 5.1342 0.9195  C121 1.090
133 H 4.7947 5.3901 2.5705  C121 1.090
134 H 3.3619 7.1027 1.8758  C122 1.090
135 H 3.1332 5.8075 0.6344  C122 1.090
136 H 4.5731 8.5904 0.4281  C123 1.090
137 H 3.1684 8.0789 -0.3920  C123 1.090
138 H 4.2080 6.7181 -2.0077  C124 1.090
139 H 5.6241 6.3710 -0.9358  C124 1.090
140 H 7.7310 8.5264 -1.5401  C126 1.090
141 H 6.6761 8.5948 -0.1445  C126 1.090
142 H 7.1998 10.7499 -2.2161  C127 1.090
143 H 7.0648 10.9913 -0.6026  C127 1.090
144 H 4.8641 11.5733 -2.1753  C128 1.090
145 H 4.5619 10.5821 -0.6764  C128 1.090
146 H 4.7064 9.5313 -3.4842  C129 1.090
147 H 3.6212 9.1055 -2.2061  C129 1.090
148 H 6.7946 8.0967 -3.8631  C130 1.090
149 H 5.4638 6.9406 -3.8650  C130 1.090
150 H 6.9567 6.8025 -2.7605  C130 1.090
151 C -1.3993 1.0551 3.2364  C152 1.587, H161 1.090, H162 1.090, H163 1.090
152 C -0.1522 2.0262 3.3812  C151 1.587, C153 1.555, H164 1.090, H165 1.090
153 C -0.4985 3.3316 4.1530  C152 1.555, C154 1.527, H166 1.090, H167 1.090
154 C -0.7768 3.1478 5.6429  C153 1.527, N155 1.582, H168 1.090, H169 1.090
155 N -1.4552 4.4160 6.3016  C154 1.582, C156 1.524, C159 1.577, C160 1.536
156 C -0.7475 5.7604 6.1860  N155 1.524, C157 1.555, H170 1.090, H171 1.090
157 C -1.1836 6.4418 7.5135  C156 1.555, C158 1.565, H172 1.090, H173 1.090
158 C -1.0968 5.3023 8.5826  C157 1.565, C159 1.530, H174 1.090, H175 1.090
159 C -1.6070 4.0705 7.8328  N155 1.577, C158 1.530, H176 1.090, H177 1.090
160 C -2.8695 4.5879 5.7267  N155 1.536, H178 1.090, H179 1.090, H180 1.090
161 H -1.0066 0.3167 2.5373  C151 1.090
162 H -2.2289 1.5711 2.7531  C151 1.090
163 H -1.6744 0.5615 4.1685  C151 1.090
164 H 0.0419 2.4705 2.4050  C152 1.090
165 H 0.7923 1.5239 3.5902  C152 1.090
166 H -1.2268 3.8031 3.4931  C153 1.090
167 H 0.3481 4.0172 4.1893  C153 1.090
168 H 0.1232 3.1985 6.2556  C154 1.090
169 H -1.4474 2.3210 5.8770  C154 1.090
170 H -0.8897 6.2992 5.2492  C156 1.090
171 H 0.3134 5.5339 6.2919  C156 1.090
172 H -2.1588 6.8838 7.3089  C157 1.090
173 H -0.5987 7.3353 7.7318  C157 1.090
174 H -1.8005 5.5947 9.3620  C158 1.090
175 H -0.0924 5.2345 9.0006  C158 1.090
176 H -2.6773 3.9560 8.0049  C159 1.090
177 H -1.0593 3.1804 8.1422  C159 1.090
178 H -3.5089 5.1556 6.4027  C160 1.090
179 H -3.2584 3.5804 5.5797  C160 1.090
180 H -2.7537 5.0406 4.7419  C160 1.090
181 C 2.9612 0.0166 2.2214  C182 1.572, H191 1.090, H192 1.090, H193 1.090
182 C 3.7357 -0.1561 0.8650  C181 1.572, C183 1.540, H194 1.090, H195 1.090
183 C 4.9916 0.7350 0.8416  C182 1.540, C184 1.567, H196 1.090, H197 1.090
184 C 6.0179 0.4605 1.9935  C183 1.567, N185 1.577, H198 1.090, H199 1.090
185 N 7.2026 1.4960 2.1006  C184 1.577, C186 1.480, C189 1.487, C190 1.529
186 C 7.9826 1.3793 3.3535  N185 1.480, C187 1.505, H200 1.090, H201 1.090
187 C 8.5756 2.7033 3.7539  C186 1.505, C188 1.479, H202 1.090, H203 1.090
188 C 8.0214 3.6280 2.7419  C187 1.479, C189 1.550, H204 1.090, H205 1.090
189 C 6.7646 2.9153 2.1795  N185 1.487, C188 1.550, H206 1.090, H207 1.090
190 C 8.0731 1.2701 0.8645  N185 1.529, H208 1.090, H209 1.090, H210 1.090
191 H 3.5288 -0.2428 3.1151  C181 1.090
192 H 2.0924 -0.6370 2.1435  C181 1.090
193 H 2.6471 1.0602 2.2414  C181 1.090
194 H 3.1212 0.0906 -0.0009  C182 1.090
195 H 3.9662 -1.2214 0.8799  C182 1.090
196 H 4.6931 1.7784 0.7400  C183 1.090
197 H 5.5669 0.6451 -0.0798  C183 1.090
198 H 6.2816 -0.5964 2.0310  C184 1.090
199 H 5.4386 0.6559 2.8960  C184 1.090
200 H 8.7611 0.6884 3.0301  C186 1.090
201 H 7.3289 0.8442 4.0422  C186 1.090
202 H 9.6654 2.7168 3.7675  C187 1.090
203 H 8.1005 2.9714 4.6976  C187 1.090
204 H 8.6997 3.8097 1.9083  C188 1.090
205 H 7.9049 4.6605 3.0714  C188 1.090
206 H 6.4705 3.2092 1.1719  C189 1.090
207 H 5.9229 2.8902 2.8717  C189 1.090
208 H 8.4886 0.2631 0.8255  C190 1.090
209 H 8.9566 1.9060 0.9208  C190 1.090
210 H 7.4805 1.4362 -0.0351  C190 1.090
211 C 1.5907 -6.4874 -5.8732  C212 1.550, H218 1.090, H219 1.090, H220 1.090
212 C 1.7228 -5.1099 -6.5710  C211 1.550, O213 1.260, N214 1.514
213 O 2.2858 -4.9239 -7.6831  C212 1.260
214 N 0.7831 -3.9956 -6.1612  C212 1.514, H215 1.010, H216 1.010, C217 1.536
215 H 0.3706 -3.7261 -7.0429  N214 1.010
216 H -0.0650 -4.3004 -5.7053  N214 1.010
217 C 1.5222 -2.8706 -5.4216  N214 1.536, H221 1.090, H222 1.090, H223 1.090
218 H 0.8997 -7.0400 -6.5098  C211 1.090
219 H 1.2517 -6.6107 -4.8446  C211 1.090
220 H 2.4669 -7.1294 -5.9643  C211 1.090
221 H 0.7574 -2.1938 -5.0404  C217 1.090
222 H 2.2679 -2.3253 -6.0002  C217 1.090
223 H 1.9646 -3.3050 -4.5251  C217 1.090
224 C -4.9554 -1.1688 -6.5451  C225 1.568, H233 1.090, H234 1.090, H235 1.090
225 C -3.3958 -1.2209 -6.6962  C224 1.568, C226 1.596, N229 1.467, H236 1.090
226 C -2.6068 -0.4731 -5.5279  C225 1.596, O227 1.496, H237 1.090, H238 1.090
227 O -1.1494 -0.7164 -5.7603  C226 1.496, C228 1.468
228 C -0.3040 0.4738 -5.9138  O227 1.468, H239 1.090, H240 1.090, H241 1.090
229 N -3.0103 -2.6346 -6.6195  C225 1.467, H230 1.010, H231 1.010, H232 1.010
230 H -3.6861 -3.2164 -7.0937  N229 1.010
231 H -2.1251 -2.6579 -7.1052  N229 1.010
232 H -2.6746 -3.0491 -5.7618  N229 1.010
233 H -5.3048 -1.6696 -5.6422  C224 1.090
234 H -5.3020 -1.4203 -7.5474  C224 1.090
235 H -5.3844 -0.1930 -6.3171  C224 1.090
236 H -2.9405 -0.9889 -7.6590  C225 1.090
237 H -2.8700 -0.6631 -4.4874  C226 1.090
238 H -2.8231 0.5806 -5.7042  C226 1.090
239 H -0.5353 1.2761 -5.2132  C228 1.090
240 H -0.5305 0.7436 -6.9453  C228 1.090
241 H 0.7401 0.1731 -5.8273  C228 1.090
242 C -7.2084 -2.8798 0.8534  C243 1.507, H251 1.090, H252 1.090, H253 1.090
243 C -8.1324 -3.2942 -0.2632  C242 1.507, C244 1.511, N247 1.564, H254 1.090
244 C -7.5540 -4.0519 -1.4353  C243 1.511, O245 1.406, H255 1.090, H256 1.090
245 O -6.6390 -3.2396 -2.1286  C244 1.406, C246 1.413
246 C -5.7429 -3.8948 -3.0021  O245 1.413, H257 1.090, H258 1.090, H259 1.090
247 N -9.1849 -4.2386 0.4049  C243 1.564, H248 1.010, H249 1.010, H250 1.010
248 H -9.6037 -3.7407 1.1774  N247 1.010
249 H -9.8542 -4.4657 -0.3167  N247 1.010
250 H -8.8475 -5.1105 0.7872  N247 1.010
251 H -6.4307 -2.2192 0.4704  C242 1.090
252 H -6.7266 -3.6706 1.4285  C242 1.090
253 H -7.8013 -2.1891 1.4530  C242 1.090
254 H -8.6402 -2.4641 -0.7542  C243 1.090
255 H -8.3460 -4.2878 -2.1461  C244 1.090
256 H -7.0855 -4.9799 -1.1076  C244 1.090
257 H -6.2388 -4.6576 -3.6025  C246 1.090
258 H -4.9427 -4.3842 -2.4470  C246 1.090
259 H -5.3181 -3.1380 -3.6616  C246 1.090
260 C 6.3734 2.2658 -3.0378  O261 1.427, O262 1.441, C263 1.601, H274 1.090
261 O 5.3699 2.2391 -4.0516  C260 1.427, C267 1.432
262 O 7.6222 2.0016 -3.7066  C260 1.441
263 C 6.2374 3.4909 -2.0154  C260 1.601, F264 1.279, F265 1.352, F266 1.308
264 F 5.4684 3.2442 -1.0232  C263 1.279
265 F 7.3863 3.7391 -1.3475  C263 1.352
266 F 5.7415 4.6200 -2.4517  C263 1.308
267 C 4.0142 2.1162 -3.6060  O261 1.432, C268 1.565, H272 1.090, H273 1.090
268 C 3.1388 1.6135 -4.8017  C267 1.565, H269 1.090, H270 1.090, H271 1.090
269 H 2.1824 1.4129 -4.3188  C268 1.090
270 H 3.1618 2.1633 -5.7427  C268 1.090
271 H 3.4677 0.6177 -5.0988  C268 1.090
272 H 3.6015 3.0719 -3.2829  C267 1.090
273 H 3.9203 1.5130 -2.7029  C267 1.090
274 H 6.2046 1.3818 -2.4229  C260 1.090
275 C 5.1265 -2.0828 -3.5837  O276 1.430, O277 1.426, C278 1.546, H289 1.090
276 O 6.0654 -2.7955 -2.7736  C275 1.430, C282 1.375
277 O 5.0129 -2.8752 -4.7637  C275 1.426
278 C 3.8936 -1.7567 -2.7097  C275 1.546, F279 1.353, F280 1.347, F281 1.279
279 F 2.8178 -1.4018 -3.4499  C278 1.353
280 F 3.4233 -2.7482 -1.9280  C278 1.347
281 F 4.1655 -0.7370 -1.9879  C278 1.279
282 C 6.7996 -2.2057 -1.7712  O276 1.375, C283 1.489, H287 1.090, H288 1.090
283 C 7.6085 -3.2028 -1.0163  C282 1.489, H284 1.090, H285 1.090, H286 1.090
284 H 6.9024 -3.8504 -0.4965  C283 1.090
285 H 8.2977 -3.7101 -1.6914  C283 1.090
286 H 8.2327 -2.6924 -0.2828  C283 1.090
287 H 6.1776 -1.7020 -1.0312  C282 1.090
288 H 7.3435 -1.3399 -2.1488  C282 1.090
289 H 5.6245 -1.1558 -3.8678  C275 1.090
290 C -1.8054 -5.6706 -3.8197  O291 1.408, O292 1.390, C293 1.568, H304 1.090
291 O -3.0713 -6.2847 -3.8766  C290 1.408, C297 1.415
292 O -1.8691 -4.5048 -4.5741  C290 1.390
293 C -1.1616 -5.8356 -2.3997  C290 1.568, F294 1.335, F295 1.292, F296 1.348
294 F -2.1193 -5.6068 -1.4986  C293 1.335
295 F -0.6987 -7.0259 -2.2015  C293 1.292
296 F -0.1082 -5.0041 -2.2730  C293 1.348
297 C -3.1976 -7.6920 -3.8084  O291 1.415, C298 1.536, H302 1.090, H303 1.090
298 C -4.6734 -7.9389 -4.1544  C297 1.536, H299 1.090, H300 1.090, H301 1.090
299 H -5.2617 -7.1849 -3.6313  C298 1.090
300 H -4.9163 -7.7884 -5.2062  C298 1.090
301 H -5.1334 -8.8384 -3.7454  C298 1.090
302 H -3.1923 -7.8825 -2.7351  C297 1.090
303 H -2.6002 -8.3886 -4.3966  C297 1.090
304 H -1.1442 -6.2547 -4.4597  C290 1.090
305 C -5.4215 1.2931 -3.2154  O306 1.453, O307 1.379, C308 1.639, H319 1.090
306 O -6.6562 1.4362 -2.4623  C305 1.453, C312 1.421
307 O -5.8171 1.6321 -4.4920  C305 1.379
308 C -4.2621 2.1584 -2.4450  C305 1.639, F309 1.355, F310 1.410, F311 1.331
309 F -3.8453 1.5000 -1.3369  C308 1.355
310 F -3.0074 2.2538 -3.0814  C308 1.410
311 F -4.6029 3.3972 -2.0962  C308 1.331
312 C -6.6930 0.7728 -1.2059  O306 1.421, C313 1.541, H317 1.090, H318 1.090
313 C -8.1697 0.6709 -0.7762  C312 1.541, H314 1.090, H315 1.090, H316 1.090
314 H -8.1412 0.1643 0.1885  C313 1.090
315 H -8.6377 1.6550 -0.7531  C313 1.090
316 H -8.7166 0.0467 -1.4828  C313 1.090
317 H -6.1186 1.4172 -0.5404  C312 1.090
318 H -6.4293 -0.2813 -1.1199  C312 1.090
319 H -5.2117 0.2236 -3.2035  C305 1.090